# C36H57FNO19S

A cluster of 9 separate species, C36H57FNO19S in total in a non-equilibrium geometry (ωB97M-V/def2-TZVPD, OMol25).

As for the largest force on an atom: 1.8 eV/A. As for the HOMO energy: -10.936 eV. The charge is +1. The value obtained for the total energy is -92196.062 eV. Its gap between HOMO and LUMO is 7.56 eV.

Each line ends with the Löwdin charge.
Element x y z (Å)
O 1.597 3.428 -0.473  -0.23
S 1.631 2.343 -1.377  0.64
O 0.389 1.748 -1.627  -0.20
F 2.566 1.223 -0.913  -0.08
C 2.209 2.965 -2.993  -0.33
C 1.375 4.204 -3.273  -0.05
N 1.936 5.486 -2.719  0.12
C 3.176 5.381 -1.874  -0.06
C 4.040 4.132 -2.123  -0.13
O 3.561 3.211 -3.109  -0.07
H 1.961 2.216 -3.734  0.16
H 1.326 4.308 -4.348  0.15
H 0.351 4.058 -2.954  0.14
H 1.212 5.915 -2.129  0.17
H 2.114 6.120 -3.496  0.19
H 3.772 6.255 -2.091  0.14
H 2.925 5.427 -0.828  0.13
H 4.137 3.600 -1.180  0.12
H 5.044 4.394 -2.418  0.14
O 8.556 -0.684 -1.579  0.13
C 7.397 -0.482 -1.776  -0.46
O 6.951 0.358 -2.748  0.04
C 5.525 0.474 -2.673  -0.17
C 5.049 -0.766 -1.941  -0.15
C 6.220 -1.044 -0.999  -0.06
H 5.275 1.386 -2.122  0.10
H 5.120 0.547 -3.681  0.13
H 4.097 -0.624 -1.437  0.10
H 4.937 -1.597 -2.638  0.13
H 6.134 -0.497 -0.058  0.14
H 6.355 -2.103 -0.799  0.13
O 7.859 -5.110 1.147  0.10
C 8.580 -4.154 1.188  -0.49
O 8.128 -2.912 1.477  0.02
C 9.200 -1.953 1.344  -0.15
C 10.481 -2.762 1.493  -0.14
C 10.069 -4.111 0.904  -0.06
H 9.113 -1.486 0.363  0.09
H 9.094 -1.192 2.114  0.13
H 11.336 -2.305 1.001  0.12
H 10.726 -2.883 2.549  0.12
H 10.215 -4.149 -0.177  0.14
H 10.576 -4.949 1.376  0.11
O -0.368 7.336 -0.398  0.08
C -0.827 6.699 0.518  -0.49
O -2.064 6.886 1.002  0.05
C -2.275 6.031 2.156  -0.12
C -1.271 4.910 1.997  -0.14
C -0.117 5.612 1.295  -0.08
H -2.106 6.618 3.060  0.13
H -3.300 5.672 2.158  0.12
H -0.997 4.441 2.939  0.13
H -1.681 4.139 1.347  0.09
H 0.577 6.073 2.000  0.14
H 0.416 4.958 0.620  0.08
O -4.036 3.005 3.163  0.12
C -3.975 2.113 2.366  -0.49
O -4.075 0.807 2.692  0.03
C -3.852 -0.013 1.524  -0.14
C -4.156 0.889 0.337  -0.14
C -3.743 2.255 0.875  -0.08
H -2.815 -0.352 1.535  0.13
H -4.504 -0.882 1.565  0.11
H -3.640 0.587 -0.571  0.12
H -5.226 0.882 0.131  0.11
H -2.683 2.452 0.705  0.11
H -4.347 3.060 0.467  0.13
O -4.485 -2.572 -2.497  0.12
C -5.584 -2.268 -2.138  -0.49
O -5.845 -1.834 -0.879  0.00
C -7.267 -1.640 -0.701  -0.16
C -7.813 -1.459 -2.109  -0.14
C -6.869 -2.327 -2.940  -0.07
H -7.678 -2.519 -0.205  0.12
H -7.438 -0.774 -0.072  0.11
H -8.862 -1.731 -2.200  0.12
H -7.708 -0.415 -2.412  0.11
H -7.202 -3.364 -2.992  0.13
H -6.711 -1.936 -3.941  0.13
O 12.266 -8.543 3.749  0.13
C 11.118 -8.276 3.559  -0.49
O 10.712 -7.423 2.586  0.02
C 9.286 -7.213 2.665  -0.17
C 8.750 -8.426 3.413  -0.15
C 9.914 -8.768 4.343  -0.07
H 9.105 -6.281 3.204  0.12
H 8.882 -7.122 1.666  0.11
H 7.811 -8.231 3.927  0.12
H 8.586 -9.247 2.714  0.12
H 9.864 -8.217 5.283  0.13
H 9.996 -9.833 4.540  0.12
O -8.836 -1.259 1.920  0.11
C -8.372 -1.910 2.812  -0.48
O -9.059 -2.192 3.938  0.04
C -8.219 -2.891 4.875  -0.15
C -7.114 -3.513 4.032  -0.15
C -6.974 -2.496 2.901  -0.07
H -7.834 -2.169 5.597  0.13
H -8.815 -3.631 5.403  0.13
H -6.198 -3.691 4.590  0.12
H -7.450 -4.468 3.626  0.12
H -6.278 -1.694 3.155  0.13
H -6.686 -2.955 1.959  0.11
O -6.901 2.283 -4.403  0.11
C -7.989 2.601 -4.021  -0.50
O -8.233 3.021 -2.758  0.02
C -9.648 3.225 -2.568  -0.15
C -10.211 3.434 -3.967  -0.15
C -9.281 2.565 -4.814  -0.07
H -10.061 2.339 -2.080  0.13
H -9.798 4.083 -1.919  0.12
H -11.264 3.172 -4.048  0.12
H -10.102 4.479 -4.258  0.12
H -9.626 1.531 -4.872  0.13
H -9.131 2.965 -5.812  0.13